# 1
ORCA calculation (ωB97M-V with the def2-TZVPD basis set) on C4H9O2P in the gas phase at a distorted geometry.

Element x y z (Å)
C  -2.69  0.59  -0.81
P  -1.16  0.26  0.00
C  -0.60  -1.54  -0.28
O  0.28  1.05  -0.19
C  1.40  1.02  0.67
C  2.58  0.09  0.25
O  2.52  -0.68  -0.64
H  -3.02  1.63  -0.65
H  -2.43  0.30  -1.78
H  -1.49  0.47  1.28
H  0.45  -1.74  -0.04
H  -1.35  -2.16  0.30
H  -0.90  -1.97  -1.30
H  1.12  0.39  1.53
H  1.79  1.98  0.91
H  3.50  0.31  0.77

Summary:
SMILES string	C=[P@@H](C)OCC=O
frontier orbital gap	0.3271	Eh
E_LUMO	0.78	eV
HOMO	-8.12	eV

***

# 2
ORCA calculation (ωB97M-V with the def2-TZVPD basis set) on C4H9O2P in the gas phase at a distorted geometry.

Element x y z (Å)
C  0.81  0.15  1.18
C  -0.14  1.33  0.98
C  -1.34  0.05  -0.66
C  -0.20  -0.96  -0.85
O  -0.82  1.29  -0.27
O  -0.49  -2.27  -0.63
P  0.96  -0.75  -2.34
H  1.92  0.41  0.83
H  0.79  -0.37  2.10
H  -1.07  1.25  1.56
H  0.39  2.24  0.87
H  -1.79  0.26  -1.61
H  -2.13  -0.23  0.09
H  -1.31  -2.49  -0.11
H  1.83  -1.76  -1.96
H  1.78  0.27  -2.07

Summary:
frontier orbital gap (spin up / spin down)	0.2891 / 0.3059	Eh
E_LUMO (spin up / spin down)	0.47 / 0.59	eV
HOMO (spin up / spin down)	-7.40 / -7.73	eV

***

The DFT total energy results, record by record, are as follows: -649.53626, -649.46063 hartree.
The energy above the lowest of the compared OMol25 structures with the same formula, charge and spin results, record by record, are as follows: 97.66, 145.12 kcal per mole.